No. 1
ORCA calculation (the ωB97M-V functional and the def2-TZVPD basis) on the molecule C15H21N3O.

The calculation puts the energy above the lowest of the compared OMol25 structures with the same formula, charge and spin at 340.4 kJ/mol. The lowest unoccupied orbital energy is 0.027 Ha. The HOMO-LUMO gap is 9.15 eV. The calculation puts the HOMO energy at -8.401 eV. The value obtained for the total energy is -22411.6406 eV. Its SMILES is CN(C)CCO[C@@H](c1ccccc1)c1ccnn1C.

ORCA input file:
```
! RIJCOSX wB97M-V def2-TZVPD def2/J DEFGRID3
* xyz 0 1
N 3.21 1.36 3.58
O 0.92 -0.79 0.60
C 2.15 1.62 4.30
C 0.91 1.31 3.61
C 1.32 0.84 2.37
C -3.75 0.44 2.19
C -3.23 1.60 1.61
C -2.93 -0.65 2.48
C -1.85 1.65 1.32
C -1.55 -0.58 2.18
C -1.00 0.52 1.53
N 2.72 0.85 2.43
N 1.66 0.63 -2.01
C 3.54 0.57 1.26
C 2.76 -0.31 -2.39
C 1.63 1.84 -2.85
C 0.33 -1.08 -0.71
C 0.34 0.06 -1.76
C 0.48 0.47 1.16
H 2.14 2.02 5.30
H -0.10 1.47 3.95
H -4.80 0.36 2.45
H -3.84 2.47 1.43
H -3.29 -1.57 3.00
H -1.44 2.54 0.84
H -0.89 -1.41 2.39
H 4.61 0.67 1.50
H 3.31 1.24 0.43
H 3.46 -0.48 0.98
H 3.05 -0.84 -1.46
H 3.62 0.26 -2.73
H 2.42 -0.99 -3.19
H 0.64 2.32 -2.92
H 1.92 1.60 -3.86
H 2.34 2.58 -2.45
H 0.82 -1.94 -1.16
H -0.71 -1.35 -0.56
H -0.37 0.88 -1.43
H -0.02 -0.30 -2.71
H 0.66 1.29 0.46
*
```

---

No. 2
ORCA calculation (the ωB97M-V functional and the def2-TZVPD basis) on a structure of composition C13H29ClIN2OP2PmSe.

The lowest unoccupied orbital energy (spin up / spin down) is -0.242 / -0.236 Ha. The HOMO-LUMO gap (spin up / spin down) is 7.45 / 7.62 eV. The calculation puts the HOMO energy (spin up / spin down) at -14.041 / -14.042 eV. The value obtained for the total energy is -140068.5290 eV. The expectation value of S² is 6.013.

ORCA input file:
```
! RIJCOSX wB97M-V def2-TZVPD def2/J DEFGRID3
* xyz 2 5
C 3.70 -7.06 -1.24
C 2.47 -6.25 -0.88
H 3.45 -8.13 -1.14
H 4.53 -6.84 -0.55
H 4.00 -6.88 -2.28
O 1.39 -6.65 -0.54
I 2.66 -4.08 -0.98
Pm 0.05 -0.47 -0.22
P -0.68 -0.35 -2.87
C -2.46 -0.25 -3.19
C 0.14 1.03 -3.74
H 0.00 1.01 -4.83
H -0.15 -1.94 -4.64
H 1.21 1.03 -3.51
H 1.06 -2.02 -3.32
H -2.89 0.65 -2.74
H -0.20 1.99 -3.33
C -0.01 -1.90 -3.56
H -2.69 -0.27 -4.26
H -0.48 -2.77 -3.10
H -2.98 -1.08 -2.70
P 0.90 -0.24 2.36
C -0.42 -0.10 3.58
C 1.87 -1.77 2.58
H 2.79 1.15 1.70
H 2.51 1.22 3.48
H 1.49 2.13 2.29
C 2.03 1.19 2.50
H 2.61 -1.91 1.78
H 2.36 -1.77 3.56
H -0.01 -0.08 4.59
H -1.12 -0.94 3.47
H 1.22 -2.65 2.49
H -1.04 0.79 3.40
Cl 2.49 -0.46 -1.01
C -0.37 5.39 1.17
N -1.35 4.34 1.25
C -2.53 4.47 1.96
C -3.20 3.29 1.78
N -2.41 2.50 0.97
C -2.81 1.19 0.45
C -1.26 3.14 0.64
Se 0.15 2.48 -0.37
H -0.01 5.62 2.19
H -0.82 6.28 0.74
H 0.43 4.98 0.54
H -2.72 5.37 2.50
H -4.15 2.92 2.11
H -2.79 0.45 1.28
H -3.84 1.27 0.07
H -2.14 0.97 -0.42
*
```

---

No. 3
ORCA calculation (the ωB97M-V functional and the def2-TZVPD basis) on a cluster of 6 separate species, C46H52ClF9N2O3S in total.

The lowest unoccupied orbital energy is 0.007 Ha. The HOMO-LUMO gap is 8.57 eV. The calculation puts the HOMO energy at -8.388 eV. The value obtained for the total energy is -105478.8370 eV. Its SMILES is C=C[C@@]1(CC(=O)Cl)[C@@H](N)C(=O)O[C@]1(CCN)CCCCC(F)(F)C(F)(F)S(F)(F)(F)(F)F.c1ccccc1.c1ccccc1.c1ccccc1.c1ccccc1.c1ccccc1.

ORCA input file:
```
! RIJCOSX wB97M-V def2-TZVPD def2/J DEFGRID3
* xyz 0 1
C -3.77 -4.71 1.18
C -3.54 -3.94 0.08
C -2.37 -2.90 0.04
C -2.88 -1.84 1.05
C -1.97 -0.73 1.49
O -1.82 0.32 0.98
Cl -1.04 -1.11 2.99
C -1.16 -3.78 0.28
N -1.05 -4.48 1.54
C -1.28 -4.68 -0.96
O -0.80 -5.76 -1.12
O -1.97 -4.02 -1.93
C -2.16 -2.63 -1.48
C -3.30 -1.97 -2.23
C -3.50 -0.49 -1.92
N -4.05 0.17 -3.12
C -0.83 -1.93 -1.96
C -0.02 -1.03 -1.02
C 1.47 -0.96 -1.37
C 2.19 -2.33 -1.42
C 3.53 -2.51 -0.73
F 4.45 -2.87 -1.66
F 3.48 -3.56 0.13
C 4.19 -1.30 0.00
F 4.20 -0.21 -0.75
F 5.47 -1.61 0.20
S 3.51 -0.91 1.74
F 4.85 -0.14 2.10
F 2.91 0.48 1.26
F 2.13 -1.65 1.42
F 4.15 -2.24 2.29
F 2.96 -0.61 3.18
H -3.73 -5.79 1.07
H -4.00 -4.31 2.16
H -4.22 -4.01 -0.76
H -3.18 -2.40 1.94
H -3.79 -1.39 0.66
H -0.19 -3.31 0.07
H -0.22 -5.05 1.57
H -0.98 -3.80 2.29
H -3.12 -2.08 -3.30
H -4.25 -2.48 -2.05
H -4.25 -0.33 -1.14
H -2.57 0.01 -1.63
H -3.34 0.17 -3.85
H -4.25 1.14 -2.90
H -0.19 -2.71 -2.37
H -1.09 -1.32 -2.82
H -0.09 -1.30 0.03
H -0.38 0.00 -1.09
H 1.90 -0.23 -0.70
H 1.53 -0.51 -2.37
H 1.52 -3.08 -1.00
H 2.31 -2.62 -2.46
C 3.98 3.54 4.53
C 3.53 4.47 5.46
C 2.22 4.40 5.93
C 1.38 3.39 5.48
C 1.84 2.46 4.56
C 3.14 2.54 4.08
H 5.00 3.60 4.16
H 4.19 5.25 5.81
H 1.87 5.12 6.65
H 0.37 3.32 5.85
H 1.18 1.68 4.21
H 3.48 1.82 3.35
C -3.21 3.59 3.22
C -4.14 4.60 3.07
C -3.90 5.86 3.60
C -2.71 6.10 4.28
C -1.78 5.09 4.43
C -2.03 3.83 3.91
H -3.40 2.60 2.81
H -5.07 4.41 2.53
H -4.62 6.65 3.48
H -2.51 7.09 4.69
H -0.85 5.28 4.96
H -1.30 3.04 4.03
C 1.85 -9.41 -4.33
C 1.66 -8.43 -3.36
C 0.46 -8.35 -2.67
C -0.55 -9.27 -2.94
C -0.36 -10.25 -3.90
C 0.84 -10.32 -4.60
H 2.79 -9.46 -4.87
H 2.45 -7.72 -3.15
H 0.30 -7.58 -1.93
H -1.49 -9.21 -2.40
H -1.14 -10.97 -4.11
H 0.99 -11.09 -5.35
C 1.94 7.78 2.43
C 1.83 9.16 2.47
C 0.61 9.77 2.22
C -0.51 8.99 1.93
C -0.39 7.61 1.89
C 0.83 7.00 2.13
H 2.90 7.30 2.62
H 2.70 9.77 2.71
H 0.52 10.85 2.26
H -1.46 9.46 1.74
H -1.26 7.00 1.66
H 0.92 5.92 2.09
C 0.41 1.67 -7.02
C -0.26 1.28 -5.87
C 0.29 1.53 -4.62
C 1.51 2.18 -4.52
C 2.18 2.57 -5.67
C 1.64 2.31 -6.92
H -0.02 1.47 -7.99
H -1.22 0.78 -5.95
H -0.24 1.23 -3.72
H 1.94 2.38 -3.55
H 3.14 3.08 -5.59
H 2.16 2.61 -7.81
*
```

---

No. 4
ORCA calculation (the ωB97M-V functional and the def2-TZVPD basis) on a structure of composition C3H7FNiO2.

The calculation puts the energy above the lowest of the compared OMol25 structures with the same formula, charge and spin at 303.5 kJ/mol. The lowest unoccupied orbital energy (spin up / spin down) is -0.150 / -0.324 Ha. The HOMO-LUMO gap (spin up / spin down) is 11.48 / 6.56 eV. The calculation puts the HOMO energy (spin up / spin down) at -15.577 / -15.378 eV. The value obtained for the total energy is -51065.7941 eV. The expectation value of S² is 3.770.

ORCA input file:
```
! RIJCOSX wB97M-V def2-TZVPD def2/J DEFGRID3
* xyz 1 4
O -1.55 -0.50 1.06
Ni -1.90 -0.37 -0.87
F -2.77 -0.72 -2.31
C 1.07 0.18 -1.57
O 0.07 0.27 -0.55
C 0.47 -0.16 0.74
C -0.49 0.23 1.82
H 0.97 1.06 -2.21
H 2.07 0.19 -1.11
H 0.94 -0.75 -2.14
H -0.91 1.27 1.83
H 1.49 0.21 0.90
H 0.65 -1.06 1.56
H -0.10 0.15 2.85
*
```

---

No. 5
ORCA calculation (the ωB97M-V functional and the def2-TZVPD basis) on the molecule C4H6N2OS.

The calculation puts the energy above the lowest of the compared OMol25 structures with the same formula, charge and spin at 121.6 kJ/mol. The lowest unoccupied orbital energy is 0.025 Ha. The HOMO-LUMO gap is 9.48 eV. The calculation puts the HOMO energy at -8.802 eV. The value obtained for the total energy is -20108.0815 eV. Its SMILES is Cc1nsc(=O)n1C.

ORCA input file:
```
! RIJCOSX wB97M-V def2-TZVPD def2/J DEFGRID3
* xyz 0 1
C -0.22 0.92 0.13
C -1.70 -0.85 0.18
C 1.07 1.54 -0.22
C 0.60 -1.50 0.00
N -1.28 1.63 0.43
N -0.40 -0.48 -0.04
O -2.07 -1.96 0.16
S -2.66 0.68 0.49
H 1.21 1.28 -1.31
H 1.92 1.12 0.32
H 1.16 2.68 -0.20
H 1.21 -1.48 -0.89
H 1.11 -1.14 0.87
H 0.06 -2.45 0.08
*
```

---

No. 6
ORCA calculation (the ωB97M-V functional and the def2-TZVPD basis) on the molecule H4NO2PS.

The calculation puts the energy above the lowest of the compared OMol25 structures with the same formula, charge and spin at 164.4 kJ/mol. The lowest unoccupied orbital energy (spin up / spin down) is 0.016 / -0.067 Ha. The HOMO-LUMO gap (spin up / spin down) is 5.32 / 7.51 eV. The calculation puts the HOMO energy (spin up / spin down) at -4.889 / -9.346 eV. The value obtained for the total energy is -25770.7978 eV. The expectation value of S² is 2.009.

ORCA input file:
```
! RIJCOSX wB97M-V def2-TZVPD def2/J DEFGRID3
* xyz 0 3
N -1.02 0.53 -0.15
O 1.25 1.02 -0.61
O 0.61 -1.09 0.51
P 0.47 0.48 0.72
S -2.30 -0.66 0.22
H -1.35 1.50 -0.30
H 2.17 1.27 -0.49
H 1.58 -1.40 0.37
H -1.40 -1.64 -0.28
*
```

---

No. 7
ORCA calculation (the ωB97M-V functional and the def2-TZVPD basis) on a cluster of 6 separate species, C40H94N4O29P6 in total.

The lowest unoccupied orbital energy is -0.107 Ha. The HOMO-LUMO gap is 5.86 eV. The calculation puts the HOMO energy at -8.777 eV. The value obtained for the total energy is -164063.4397 eV. Its SMILES is C[C@H](O)CNCCO[C@](CCO)(OCOCCNC[C@@H](C)O)[C@@H](NC[C@@H](C)OCc1ccccc1)P(=N)(O)O.COP(=O)(OC)OC.COP(=O)(OC)OC.COP(=O)(OC)OC.COP(=O)(OC)OC.COP(=O)(OC)OC.

ORCA input file:
```
! RIJCOSX wB97M-V def2-TZVPD def2/J DEFGRID3
* xyz 0 1
C -3.45 3.08 8.92
C -2.25 3.39 7.99
O -1.08 3.81 8.69
C -1.94 2.26 6.95
N -1.02 1.23 7.48
C -0.19 0.77 6.34
C 0.21 -0.73 6.50
O 1.25 -0.96 5.57
C 1.35 -2.31 5.16
O 1.58 -2.46 3.78
C 0.41 -2.41 2.98
C -0.56 -3.64 3.22
C -1.87 -3.26 3.95
O -2.64 -4.48 4.07
O -0.38 -1.27 3.16
C 0.27 -0.04 2.83
C -0.50 0.80 1.77
N 0.35 1.79 1.09
C 0.33 3.07 1.82
C 0.89 4.19 0.90
C 2.29 3.86 0.35
O 0.96 5.38 1.71
C 0.93 -2.58 1.51
N 1.62 -3.86 1.30
C 2.97 -3.70 0.75
C 3.02 -3.04 -0.64
C 3.81 -1.68 -0.51
O 3.67 -3.88 -1.61
C 3.36 -3.43 -2.91
C 2.03 -3.98 -3.45
C 1.79 -5.35 -3.47
C 0.58 -5.82 -4.01
C -0.37 -4.93 -4.50
C -0.15 -3.54 -4.48
C 1.08 -3.10 -3.96
P -0.39 -2.41 0.19
N -1.85 -2.18 0.69
O -0.29 -3.75 -0.74
O 0.13 -1.21 -0.78
H -4.34 3.58 8.51
H -3.22 3.48 9.92
H -3.62 1.99 8.92
H -2.55 4.26 7.37
H -0.76 4.58 8.21
H -1.51 2.78 6.08
H -2.89 1.81 6.59
H -1.62 0.46 7.76
H -0.86 0.79 5.45
H 0.68 1.43 6.24
H -0.71 -1.30 6.30
H 0.54 -0.83 7.55
H 0.49 -2.88 5.55
H 2.24 -2.73 5.66
H -0.72 -4.22 2.30
H -0.01 -4.30 3.92
H -1.70 -2.88 4.96
H -2.49 -2.57 3.34
H -2.73 -4.76 3.15
H 1.35 -0.15 2.59
H 0.26 0.57 3.74
H -1.01 0.17 1.02
H -1.30 1.31 2.33
H 1.30 1.42 1.05
H -0.70 3.38 2.07
H 0.96 2.94 2.73
H 0.13 4.34 0.11
H 2.25 2.89 -0.16
H 3.04 3.87 1.16
H 2.56 4.65 -0.37
H 1.19 6.09 1.10
H 1.68 -1.79 1.31
H 1.75 -4.35 2.18
H 3.66 -3.21 1.47
H 3.38 -4.72 0.63
H 2.03 -2.81 -1.07
H 4.79 -1.75 -1.02
H 3.23 -0.94 -1.10
H 3.87 -1.32 0.52
H 4.15 -3.77 -3.60
H 3.31 -2.33 -3.01
H 2.55 -6.02 -3.07
H 0.41 -6.90 -4.05
H -1.30 -5.33 -4.91
H -0.91 -2.86 -4.87
H 1.26 -2.02 -3.98
H -2.44 -2.94 0.36
H -0.81 -4.47 -0.35
H -0.67 -0.95 -1.27
C 1.44 1.46 -3.59
O 1.06 0.74 -4.77
P 0.52 1.63 -6.09
O 1.68 2.56 -6.22
O -0.71 2.27 -5.20
C -1.67 1.40 -4.61
O -0.25 1.97 -7.53
C -0.51 3.34 -7.82
H 2.49 1.25 -3.39
H 1.29 2.53 -3.69
H 0.84 1.09 -2.76
H -1.79 1.67 -3.56
H -1.36 0.35 -4.66
H -2.63 1.51 -5.12
H 0.42 3.86 -8.08
H -1.00 3.84 -6.98
H -1.17 3.37 -8.68
C -1.77 10.76 9.13
O -1.92 9.34 9.16
P -1.12 8.45 7.97
O 0.24 9.05 8.25
O -1.92 9.23 6.76
C -3.34 9.09 6.67
O -0.54 7.26 6.93
C 0.30 7.68 5.85
H -1.31 11.07 10.07
H -1.16 11.11 8.30
H -2.76 11.21 9.05
H -3.77 10.08 6.56
H -3.76 8.62 7.56
H -3.59 8.50 5.79
H 1.28 7.97 6.23
H -0.15 8.50 5.30
H 0.41 6.83 5.18
C 5.74 -6.62 -2.26
O 6.81 -5.80 -2.71
P 7.61 -6.26 -4.11
O 6.43 -6.36 -5.02
O 8.04 -7.71 -3.44
C 8.83 -7.72 -2.25
O 8.82 -6.37 -5.26
C 8.75 -7.46 -6.17
H 4.83 -6.02 -2.25
H 5.59 -7.50 -2.88
H 5.96 -6.95 -1.24
H 8.36 -8.39 -1.53
H 8.90 -6.73 -1.80
H 9.83 -8.08 -2.48
H 7.95 -7.31 -6.89
H 8.62 -8.41 -5.65
H 9.70 -7.49 -6.71
C -5.48 -8.40 -1.76
O -5.77 -7.09 -1.28
P -5.29 -6.72 0.28
O -3.84 -7.08 0.17
O -6.22 -7.93 0.91
C -7.63 -7.91 0.68
O -5.22 -5.93 1.75
C -4.61 -6.62 2.84
H -4.84 -8.31 -2.63
H -5.01 -9.03 -1.01
H -6.43 -8.86 -2.06
H -7.93 -8.89 0.32
H -7.91 -7.17 -0.07
H -8.14 -7.69 1.61
H -3.53 -6.67 2.70
H -5.02 -7.62 2.96
H -4.82 -6.05 3.74
C -0.42 7.46 -7.60
O -1.73 6.88 -7.67
P -2.55 6.93 -9.14
O -1.41 6.26 -9.88
O -2.44 8.58 -9.16
C -3.15 9.33 -8.17
O -3.53 6.97 -10.52
C -2.97 7.50 -11.71
H 0.28 6.67 -7.33
H -0.11 7.91 -8.54
H -0.42 8.22 -6.83
H -2.46 10.05 -7.73
H -3.54 8.70 -7.38
H -3.97 9.87 -8.65
H -2.24 6.81 -12.13
H -2.52 8.48 -11.54
H -3.79 7.63 -12.42
*
```

---

No. 8
ORCA calculation (the ωB97M-V functional and the def2-TZVPD basis) on the molecule C4H7NO2.

The calculation puts the energy above the lowest of the compared OMol25 structures with the same formula, charge and spin at 330.0 kJ/mol. The lowest unoccupied orbital energy is 0.033 Ha. The HOMO-LUMO gap is 10.94 eV. The calculation puts the HOMO energy at -10.046 eV. The value obtained for the total energy is -9843.8595 eV. Its SMILES is [H]/N=C1/OC[C@@H](C)O1.

ORCA input file:
```
! RIJCOSX wB97M-V def2-TZVPD def2/J DEFGRID3
* xyz 0 1
C -0.10 0.17 -1.28
C 0.96 0.46 0.74
N 1.92 1.21 0.50
O -0.16 0.77 1.37
C -1.15 -0.21 1.00
C -0.37 -0.95 -0.07
O 0.87 -1.18 0.50
H -0.24 1.27 -1.18
H 0.90 0.02 -1.73
H -0.86 -0.17 -1.95
H 2.63 0.91 -0.15
H -1.42 -0.78 1.89
H -2.02 0.30 0.57
H -0.91 -1.83 -0.48
*
```